The following is a quantum chemistry calculation of a single C3H6OS3 molecule in a non-equilibrium geometry, from the Open Molecules 2025 dataset.

CARTESIAN COORDINATES (ANGSTROEM)
C  -0.01507  0.39438  -0.52010
C  -0.46228  -0.10685  0.84680
C  0.94651  -0.44364  -1.37055
O  -2.51080  1.30599  -0.16518
S  -0.35080  0.89429  2.37606
S  -0.18823  -1.86008  1.28695
S  -1.85578  -0.01481  -0.32939
H  0.28538  1.53377  -0.34125
H  0.39910  -1.31419  -1.82154
H  1.78221  -0.83726  -0.62812
H  1.32107  0.10896  -2.18513
H  -0.45840  1.99075  1.66352
H  1.10708  -1.65130  1.18793

Properties
E ... -37759.0883 eV